*1*
Below is a single C9H14N2O7 molecule, with properties calculated with ωB97M-V with the def2-TZVPD basis set.

## Properties
- frontier orbital gap (eV) = 10.4
- LUMO energy (eV) = 0.3033
- highest occupied orbital energy (eV) = -10.063
- structure (SMILES) = N[C@@H](CC(=O)O)C(=O)N[C@@H](CCC(=O)O)C(=O)O

Geometry (Å):
1 N -2.29079 -2.04675 1.61351
2 C -1.82922 -1.10980 0.52363
3 C -3.13615 -0.48194 -0.09587
4 C -2.84683 -0.02357 -1.57311
5 O -1.96291 -0.53896 -2.30581
6 O -3.59497 0.95520 -1.90119
7 C -0.94537 -0.05147 1.09427
8 O -0.67446 -0.02527 2.25386
9 N -0.26633 0.87995 0.26632
10 C 1.09476 1.37041 0.68749
11 C 2.06703 0.20144 0.70637
12 C 1.87605 -0.68781 -0.53053
13 C 3.13911 -1.57154 -0.94097
14 O 3.10176 -2.67938 -1.52667
15 O 4.18994 -1.08911 -0.28036
16 C 1.29968 2.37285 -0.28731
17 O 1.36048 2.24240 -1.47764
18 O 1.51487 3.59742 0.23268
19 H -2.10159 -1.29602 2.39789
20 H -3.33450 -1.99053 1.36578
21 H -1.32318 -1.60365 -0.26407
22 H -3.91111 -1.23634 0.01113
23 H -3.35974 0.41579 0.58969
24 H -3.27926 1.55739 -2.64211
25 H -0.29301 0.56364 -0.77932
26 H 1.06976 1.54115 1.81167
27 H 3.05653 0.60275 0.86522
28 H 2.00766 -0.36074 1.58633
29 H 1.72463 -0.06893 -1.38729
30 H 0.98528 -1.39457 -0.47396
31 H 4.89323 -1.64010 -0.69669
32 H 1.76865 3.59608 1.15706

*2*
Below is a single C9H14N2O7 molecule, with properties calculated with ωB97M-V with the def2-TZVPD basis set.

## Properties
- frontier orbital gap (eV) = 10.1
- LUMO energy (eV) = 0.3602
- highest occupied orbital energy (eV) = -9.722
- structure (SMILES) = N[C@@H](CCC(=O)O)C(=O)N[C@@H](CC(=O)O)C(=O)O

Geometry (Å):
1 N 2.17472 1.75539 1.25412
2 C 1.24119 1.70367 0.12359
3 C 1.97653 1.05385 -1.04535
4 C 2.81257 -0.21531 -0.72879
5 C 3.51825 -0.71284 -1.91377
6 O 4.67282 -0.52326 -2.13809
7 O 2.62098 -1.29486 -2.81652
8 C 0.02794 0.95118 0.62119
9 O -0.45765 1.11896 1.74826
10 N -0.57491 0.08614 -0.28190
11 C -1.97022 -0.32641 -0.01760
12 C -2.06318 -1.47155 0.95762
13 C -3.32607 -2.21253 1.01825
14 O -4.25623 -2.00823 0.28928
15 O -3.35737 -3.25169 1.89371
16 C -2.81076 0.90461 0.29230
17 O -2.64210 1.89711 -0.38455
18 O -3.72205 0.74342 1.27677
19 H 3.00332 2.37842 1.19057
20 H 1.73795 1.95390 2.11814
21 H 0.90761 2.72588 -0.22795
22 H 2.71536 1.84429 -1.35860
23 H 1.32442 0.96773 -1.89836
24 H 2.12729 -1.03096 -0.48377
25 H 3.53444 0.09411 0.04753
26 H 3.17388 -1.59914 -3.50604
27 H -0.33224 0.15158 -1.23744
28 H -2.27076 -0.69530 -0.98928
29 H -1.86326 -1.12230 1.99092
30 H -1.30956 -2.23194 0.59613
31 H -2.52829 -3.31160 2.26941
32 H -4.08461 1.67769 1.34022

Which of them is the least stable? Correct choice: *1*.

*1*
Below is 13 unconnected molecules or ions with the total composition C7H38O13, with properties calculated with ωB97M-V with the def2-TZVPD basis set.

## Properties
- frontier orbital gap (eV) = 10.1
- LUMO energy (eV) = -0.0102
- highest occupied orbital energy (eV) = -10.071

Geometry (Å):
1 C -3.27436 -0.39516 -2.29114
2 O -3.69998 -0.03998 -0.98664
3 C -1.80959 0.07854 -2.61366
4 C -0.68010 -0.86849 -2.26989
5 C -0.61509 -1.44142 -0.86518
6 C -0.93808 -0.45584 0.27341
7 C -1.83441 -0.96883 1.39523
8 C -2.16334 -2.21490 1.72591
9 H -3.34200 -1.46800 -2.44243
10 H -3.90057 0.23216 -2.92308
11 H -3.11628 -0.42192 -0.31286
12 H -1.72331 0.95009 -1.94729
13 H -1.70120 0.41754 -3.62577
14 H -0.72524 -1.69637 -3.00784
15 H 0.27378 -0.37565 -2.44526
16 H 0.44040 -1.78069 -0.77028
17 H -1.15107 -2.37145 -0.63973
18 H -0.04222 -0.31177 0.87646
19 H -1.24602 0.53010 -0.06978
20 H -1.93041 -0.21373 2.19191
21 H -2.53896 -2.70669 2.61984
22 H -1.91162 -2.94487 0.96258
23 H 0.44097 -3.31797 1.39862
24 H 1.68431 -3.54829 2.26573
25 O 1.13927 -3.95310 1.58067
26 H -3.44194 1.67026 2.84551
27 H -3.12022 2.84420 1.94795
28 O -2.76336 2.33767 2.67509
29 H -3.24687 1.90482 -0.33009
30 H -3.05516 3.50553 -0.02734
31 O -2.65774 2.64491 -0.09286
32 H 2.01937 2.49397 -3.47572
33 H 1.04911 2.43647 -2.23682
34 O 1.72263 1.93516 -2.74510
35 H -0.41874 2.10748 2.11713
36 H -1.09159 2.34196 0.73574
37 O -0.23899 2.38488 1.19831
38 H 2.01150 -4.48147 0.03306
39 H 1.75930 -3.55701 -1.10538
40 O 2.45392 -4.13483 -0.77329
41 H 2.81767 0.42726 -2.50324
42 H 4.25911 0.76275 -1.97407
43 O 3.51524 0.17872 -1.86702
44 H 1.85079 1.67297 2.15649
45 H 1.74776 1.54540 3.84380
46 O 1.73110 2.07415 3.02940
47 H -0.69140 3.09152 -1.07318
48 H 0.67204 3.60876 -0.48217
49 O 0.08037 3.64042 -1.23846
50 H 3.69486 -1.45381 -0.42391
51 H 3.11455 -2.74865 -0.03647
52 O 3.60571 -1.98892 0.37692
53 H 2.75981 0.91947 -0.08808
54 H 1.22710 1.34729 0.18020
55 O 2.00491 0.88097 0.52101
56 H 1.85169 -0.29043 2.10156
57 H 2.51100 -1.63163 1.77519
58 O 1.83218 -1.21161 2.36620

*2*
Below is 13 unconnected molecules or ions with the total composition C7H38O13, with properties calculated with ωB97M-V with the def2-TZVPD basis set.

## Properties
- frontier orbital gap (eV) = 9.4
- LUMO energy (eV) = 0.1096
- highest occupied orbital energy (eV) = -9.272

Geometry (Å):
1 C 1.68440 -0.60732 2.11542
2 C 1.25830 0.86776 1.86873
3 C 1.01278 1.22346 0.35002
4 C 0.09503 0.59962 -0.44242
5 C -0.65718 -0.55732 0.15679
6 C 3.14048 2.59022 0.34690
7 C 1.67740 2.50685 -0.05410
8 H 2.22232 -0.89783 3.06746
9 H 2.33694 -1.06153 1.30514
10 H 0.92253 -1.34234 2.09880
11 H 1.92682 1.47391 2.47595
12 H 0.18033 1.13775 2.32108
13 H -0.00260 0.92916 -1.48551
14 H -1.21095 -0.90868 -0.75028
15 H -1.36187 -0.14287 0.68639
16 H -0.05782 -1.37859 0.53230
17 H 3.72324 3.38215 0.04617
18 H 3.27853 2.57672 1.43410
19 H 1.21916 3.29752 0.67851
20 H -1.64746 0.72687 3.64090
21 H -0.54864 1.88999 3.93353
22 O -1.43245 1.71462 3.71980
23 H -0.04774 0.12257 -3.94153
24 H 1.42472 0.47284 -3.36745
25 O 0.77452 -0.25153 -3.71531
26 H 0.58467 -1.43381 -2.37530
27 H -0.55548 -2.63577 -2.88732
28 O 0.16198 -2.36776 -2.19452
29 H 3.68029 0.37540 -3.06642
30 H 1.44045 2.90837 -0.99160
31 O 2.84292 0.70105 -2.78240
32 H -1.08805 2.40226 -2.23617
33 H -1.68564 3.44708 -3.05341
34 O -0.87636 3.07359 -2.79646
35 H -1.96848 -3.74212 1.38929
36 H -2.07538 -3.53213 2.90751
37 O -2.41578 -3.09650 2.01453
38 H -3.32382 -0.66246 1.14057
39 H -3.70835 -2.02989 1.72152
40 O -4.04324 -1.12371 1.83403
41 H 0.16305 -3.61036 -0.50456
42 H -0.53585 -4.92136 -0.76089
43 O -0.52591 -4.26592 -0.02973
44 H 2.05807 -3.48863 -2.37946
45 H 2.54858 -2.41319 -3.24892
46 O 2.81904 -3.22048 -2.88464
47 H -3.34555 1.13939 -1.75306
48 H -2.56483 1.68064 -0.60648
49 O -2.59478 1.36265 -1.44010
50 H 3.07625 0.88468 -1.80507
51 H 3.70418 0.77105 0.18840
52 O 3.79601 1.52380 -0.37554
53 H -2.52718 1.98560 2.39421
54 H -1.48769 2.09619 1.26441
55 O -2.48967 1.98306 1.39204
56 H -1.64504 -1.09604 2.92515
57 H -3.15328 -0.86866 3.34555
58 O -2.16825 -0.69206 3.46686

Which of them is the least stable? Correct choice: *2*.

*1*
Below is a gas-phase ion, C6H6N3O4 (charge -1), with properties calculated with ωB97M-V with the def2-TZVPD basis set.

## Properties
- frontier orbital gap (eV) = 9.2
- LUMO energy (eV) = 3.6195
- charge = -1
- highest occupied orbital energy (eV) = -5.557
- structure (SMILES) = CCO[C@@]([O-])(N=C=O)O/N=C/C#N

Geometry (Å):
1 C 1.56274 -1.05954 1.46656
2 C 0.08098 -1.24636 1.25407
3 O -0.43799 -0.22694 0.33048
4 C -0.41972 -0.61876 -1.00516
5 O -0.26809 -1.79780 -1.26693
6 N -1.90099 -0.11510 -1.33536
7 C -2.86356 -0.69241 -1.71017
8 O -3.83181 -1.11841 -2.19003
9 O 0.45082 0.31095 -1.74820
10 N 0.80404 1.46498 -1.31840
11 C 0.25111 2.17974 -0.45080
12 C 0.92107 3.31093 0.00957
13 N 1.48540 4.11841 0.60138
14 H 1.63345 -0.00261 1.68417
15 H 2.00942 -1.75466 2.32837
16 H 2.00844 -1.32492 0.50747
17 H -0.53350 -1.13264 2.15964
18 H -0.17308 -2.35463 0.97288
19 H -0.77873 2.05976 -0.28952

*2*
Below is a gas-phase ion, C6H6N3O4 (charge -1), with properties calculated with ωB97M-V with the def2-TZVPD basis set.

## Properties
- frontier orbital gap (eV) = 7.2
- LUMO energy (eV) = 3.3573
- charge = -1
- highest occupied orbital energy (eV) = -3.888
- structure (SMILES) = O=C=C1CCCN1/C([O-])=N/[N+](=O)[O-]

Geometry (Å):
1 O -0.96877 -0.73386 2.82773
2 C -0.69599 -0.61005 1.64988
3 C -0.29042 -0.71752 0.40296
4 C -0.52719 -1.99786 -0.56489
5 C -0.23981 -1.30316 -1.95005
6 C 0.68551 -0.01393 -1.66058
7 N 0.40856 0.28150 -0.26221
8 C 0.71488 1.44136 0.32800
9 O 1.31216 2.27357 -0.32923
10 N 0.54577 1.38365 1.65005
11 N -0.09291 2.29237 2.39359
12 O -0.23830 2.03552 3.56518
13 O -0.58231 3.28119 1.82543
14 H 0.11223 -2.91090 -0.27801
15 H -1.64100 -2.36009 -0.53070
16 H 0.39517 -1.83433 -2.64158
17 H -1.18396 -1.03017 -2.44645
18 H 1.72398 -0.36284 -1.72866
19 H 0.56240 0.88556 -2.25044

Which of them is the least stable? Correct choice: *2*.

*1*
Below is a single C2H8N6 molecule, with properties calculated with ωB97M-V with the def2-TZVPD basis set.

## Properties
- frontier orbital gap (eV) = 9.6
- LUMO energy (eV) = 0.8357
- highest occupied orbital energy (eV) = -8.772
- structure (SMILES) = [H]/N=C(\N)N(N)/C(N)=N/[H]

Geometry (Å):
1 H 3.12639 0.06371 -0.04012
2 N 2.28487 -0.68610 -0.17772
3 C 1.25899 0.12436 0.01146
4 N 1.41642 1.37999 0.44968
5 N 0.02075 -0.43112 -0.23815
6 N 0.03443 -1.85109 -0.04267
7 C -1.20100 0.19163 -0.10846
8 N -2.45068 -0.44352 0.28143
9 N -1.07481 1.49299 -0.47105
10 H -1.96657 2.11013 -0.39504
11 H 2.31227 1.76164 0.00111
12 H 0.56494 1.97334 0.16096
13 H 0.43145 -2.05048 0.87805
14 H 0.77091 -2.18959 -0.80239
15 H -2.16685 -1.42692 -0.04110
16 H -3.36154 -0.01894 0.53401

*2*
Below is a molecular structure, C2H8N6, with properties calculated with ωB97M-V with the def2-TZVPD basis set.

## Properties
- frontier orbital gap (eV) = 9.1
- LUMO energy (eV) = 0.6509
- highest occupied orbital energy (eV) = -8.484

Geometry (Å):
1 C -0.46411 -0.10850 -0.03612
2 C 0.87884 0.33586 -0.07480
3 H -2.74116 -1.11261 -0.31493
4 H -2.37004 -2.21640 0.98375
5 H 0.06499 -1.91619 -0.50752
6 H 1.16916 1.35542 0.30822
7 H 3.15029 0.86878 0.70950
8 H 3.89214 -0.65467 -0.40332
9 H -1.80637 2.64271 0.69388
10 H -1.36106 2.38938 -1.08397
11 N -1.93846 -2.01602 -0.07598
12 N -0.66271 -1.44279 0.06709
13 N 1.81121 -0.59708 -0.26533
14 N 3.02050 -0.30973 0.10171
15 N -1.50169 0.65307 -0.09480
16 N -1.14151 2.12878 -0.00737

Which of them is the least stable? Correct choice: *2*.